#A
# C22H22N4O3

One molecule with the formula C22H22N4O3 (ωB97M-V with the def2-TZVPD basis set, the Open Molecules 2025 dataset).

```
51
Properties=species:S:1:pos:R:3
O 0.410 4.898 -0.735
O 0.531 -1.122 -3.227
O 1.790 2.455 -0.918
N 2.046 1.133 -0.938
N -1.064 -4.483 0.368
N 1.732 -1.796 -1.448
N 0.413 -5.258 -1.122
C -0.398 4.542 0.317
C -0.372 -7.870 -0.824
C 1.595 -3.172 -1.877
C 0.381 1.575 -2.365
C 0.582 -3.906 -1.058
C -0.614 -5.573 -0.223
C 1.030 -6.212 -1.863
C 2.484 -1.604 -0.234
C 0.790 2.732 -1.766
C 0.654 -7.512 -1.725
C -0.345 -3.464 -0.138
C 1.140 -0.846 -2.203
C -0.808 5.904 3.827
C 1.219 0.581 -1.795
C -2.081 3.269 1.441
C -1.327 3.514 0.304
C -1.936 4.022 2.593
C -0.998 5.062 2.603
C 0.341 4.152 -1.921
C -2.768 3.728 3.804
C -0.245 5.306 1.470
C -1.002 -6.912 -0.081
H 2.083 -2.251 0.548
H 3.532 -1.866 -0.404
H -2.135 3.480 4.655
H -0.386 1.420 -3.093
H -0.527 -2.456 0.179
H -3.367 4.596 4.079
H -1.739 6.402 4.097
H 1.017 4.670 -2.612
H -2.801 2.463 1.421
H -0.046 6.660 3.659
H 2.434 -0.566 0.080
H -3.438 2.893 3.617
H -0.671 4.160 -2.350
H -0.654 -8.907 -0.733
H -0.506 5.288 4.673
H 0.486 6.100 1.456
H 1.287 -3.158 -2.929
H 2.573 -3.665 -1.798
H 1.802 -5.889 -2.544
H 1.143 -8.272 -2.313
H -1.479 2.897 -0.568
H -1.792 -7.143 0.614
```

## Properties
net charge = 0
highest occupied orbital energy = -8.01 eV
frontier orbital gap = 0.3209 Ha
lowest unoccupied orbital energy = 0.7181 eV

***

#B
# C22H22N4O3

C22H22N4O3 as an isolated structure (ωB97M-V with the def2-TZVPD basis set, the Open Molecules 2025 dataset).

```
51
Properties=species:S:1:pos:R:3
O 1.294 -1.265 -3.113
O 1.906 2.491 -3.423
O -2.079 0.057 -0.551
N -2.707 -2.681 1.943
N -3.169 -4.730 2.612
N 0.519 -1.790 -2.318
N -2.066 -2.250 -1.179
C -2.732 -3.601 2.946
C 2.528 4.010 0.219
C 2.103 3.018 -2.174
C 2.188 0.930 -3.874
C 0.196 0.407 -2.391
C -2.148 -1.275 2.426
C 2.867 4.701 1.502
C 2.053 4.707 -0.972
C -3.436 -4.368 1.314
C -3.453 -2.232 -0.106
C 1.928 4.227 -2.127
C -2.201 -3.226 4.310
C 2.742 2.183 -1.172
C -1.627 -2.143 4.569
C 3.238 2.001 1.116
C -1.518 -1.081 -1.170
C -1.635 -1.001 3.712
C 3.062 2.760 0.099
C 1.108 0.226 -3.090
C -0.361 -0.846 -1.802
C -1.808 -3.508 -1.796
C -3.343 -3.135 0.847
H -1.989 -4.141 -1.128
H -2.368 -0.500 1.577
H 3.202 0.781 -3.653
H -1.040 -0.269 3.844
H -3.963 -5.223 0.796
H 3.968 4.712 1.696
H -0.703 -3.390 -2.220
H -1.994 -4.161 4.884
H 3.409 0.966 0.815
H 4.294 2.251 1.338
H -2.645 -3.792 -2.428
H 2.813 1.177 -1.463
H 2.127 4.336 2.194
H -3.540 -1.350 -0.154
H -0.342 1.439 -2.117
H 1.964 0.790 -4.769
H 1.969 5.840 -0.655
H -4.143 -2.737 -0.880
H -1.176 -1.892 5.513
H 1.636 4.762 -2.890
H 2.579 1.962 2.029
H 2.490 5.853 1.314
```

## Properties
net charge = 0
highest occupied orbital energy = -7.97 eV
frontier orbital gap = 0.2965 Ha
lowest unoccupied orbital energy = 0.0943 eV

***

Stability check: which of them is least stable? #B.

***

#A
# CHBrClNO

A 2-piece molecular cluster, CHBrClNO overall (ωB97M-V with the def2-TZVPD basis set, the Open Molecules 2025 dataset).

```
6
Properties=species:S:1:pos:R:3
Br 1.500 -2.790 -0.910
Cl 0.134 0.795 1.679
O 2.702 -1.056 1.067
N -0.237 -0.804 1.262
C 1.858 -1.513 0.413
H -1.032 -0.672 0.617
```

## Properties
net charge = 0
highest occupied orbital energy (spin up / spin down) = -8.24 / -9.57 eV
frontier orbital gap (spin up / spin down) = 0.2637 / 0.3210 Ha
lowest unoccupied orbital energy (spin up / spin down) = -1.0671 / -0.8300 eV

***

#B
# CHBrClNO

A 2-piece molecular cluster, CHBrClNO overall (ωB97M-V with the def2-TZVPD basis set, the Open Molecules 2025 dataset).

```
6
Properties=species:S:1:pos:R:3
Br -1.851 -0.229 0.318
Cl 2.112 1.221 0.486
O -0.925 -2.826 0.438
N 0.747 1.351 -0.508
C -0.715 -1.709 0.282
H 0.632 2.192 -1.015
```

## Properties
net charge = 0
highest occupied orbital energy (spin up / spin down) = -10.28 / -8.63 eV
frontier orbital gap (spin up / spin down) = 0.3411 / 0.2729 Ha
lowest unoccupied orbital energy (spin up / spin down) = -0.9997 / -1.2028 eV

***

Stability check: which of them is least stable? #B.

***

#A
# C3H3N3

C3H3N3 as an isolated structure (ωB97M-V with the def2-TZVPD basis set, the Open Molecules 2025 dataset).

```
9
Properties=species:S:1:pos:R:3
N -0.743 0.928 0.238
N -0.667 -1.910 -1.778
N 2.544 0.000 0.877
C -0.284 -1.234 -0.914
C 1.456 -0.201 0.524
C 0.098 -0.392 0.161
H -1.395 1.020 -0.536
H -0.837 0.038 1.019
H -0.172 1.751 0.409
```

## Properties
net charge = 0
highest occupied orbital energy = -9.24 eV
frontier orbital gap = 0.3383 Ha
lowest unoccupied orbital energy = -0.0313 eV

***

#B
# C3H3N3

One molecule with the formula C3H3N3 (ωB97M-V with the def2-TZVPD basis set, the Open Molecules 2025 dataset).

```
9
Properties=species:S:1:pos:R:3
N -0.080 -1.871 0.077
N -1.177 -1.201 0.184
N 1.184 -1.226 0.022
C -1.182 0.170 0.050
C 0.000 0.847 -0.134
C 1.189 0.095 -0.012
H 2.121 0.678 0.091
H 0.133 1.903 -0.365
H -2.187 0.605 0.088
```

## Properties
net charge = 0
highest occupied orbital energy = -9.99 eV
frontier orbital gap = 0.3641 Ha
lowest unoccupied orbital energy = -0.0804 eV

***

Stability check: which of them is least stable? #A.

***

#A
# C3H3N3

One molecule with the formula C3H3N3 (ωB97M-V with the def2-TZVPD basis set, the Open Molecules 2025 dataset).

```
9
Properties=species:S:1:pos:R:3
N -0.708 1.380 -0.075
N 1.480 -0.192 -1.902
N -0.734 2.268 -0.787
C 1.065 -0.468 -0.860
C -0.635 0.345 0.699
C 0.240 -0.823 0.294
H -1.224 0.382 1.605
H 0.797 -1.201 1.160
H -0.282 -1.691 -0.136
```

## Properties
net charge = 0
highest occupied orbital energy = -8.83 eV
frontier orbital gap = 0.3412 Ha
lowest unoccupied orbital energy = 0.4585 eV

***

#B
# C3H3N3

One molecule with the formula C3H3N3 (ωB97M-V with the def2-TZVPD basis set, the Open Molecules 2025 dataset).

```
9
Properties=species:S:1:pos:R:3
N 2.607 -0.290 -0.373
N -0.674 -1.100 -0.127
N -0.803 2.391 -0.438
C -0.393 1.367 -0.090
C 0.092 0.029 0.346
C 1.507 -0.134 -0.058
H 0.071 0.023 1.442
H -0.893 -1.035 -1.114
H -1.513 -1.251 0.412
```

## Properties
net charge = 0
highest occupied orbital energy = -11.20 eV
frontier orbital gap = 0.4228 Ha
lowest unoccupied orbital energy = 0.3091 eV

***

#C
# C3H3N3

One molecule with the formula C3H3N3 (ωB97M-V with the def2-TZVPD basis set, the Open Molecules 2025 dataset).

```
9
Properties=species:S:1:pos:R:3
N 0.058 1.093 -1.345
N 0.610 1.551 -0.231
N -0.483 -0.073 -1.522
C -0.206 -1.010 -0.594
C 0.189 0.834 0.803
C 0.109 -0.560 0.667
H -0.234 1.423 1.609
H 0.284 -1.208 1.515
H -0.328 -2.049 -0.902
```

## Properties
net charge = 0
highest occupied orbital energy (spin up / spin down) = -9.62 / -9.62 eV
frontier orbital gap (spin up / spin down) = 0.3447 / 0.3447 Ha
lowest unoccupied orbital energy (spin up / spin down) = -0.2351 / -0.2349 eV

***

Stability check: which of them is least stable? #C.

***

#A
# C16H22N2RuSbSe4Te

C16H22N2RuSbSe4Te as an isolated structure (ωB97M-V with the def2-TZVPD basis set, the Open Molecules 2025 dataset).

```
47
Properties=species:S:1:pos:R:3
Te -4.747 -2.496 14.481
Sb -1.035 -2.506 17.640
Ru -4.094 -2.881 16.848
Se -0.013 -4.227 18.995
Se -2.192 -3.942 15.860
Se -3.153 -1.240 18.474
Se 0.657 -1.282 16.343
N -3.983 -4.341 18.538
N -6.113 -2.564 17.608
C -5.989 -5.820 19.044
C -7.423 -1.016 14.059
C -2.218 -0.604 14.325
C -1.913 -0.623 11.559
C -6.689 1.364 15.286
C -8.040 1.125 14.940
C -4.538 -5.712 18.539
C -7.028 -3.790 17.647
C -0.992 0.098 12.331
C -1.171 0.086 13.692
C -6.926 -4.629 18.936
C -5.748 0.396 15.093
C -2.965 -1.319 12.170
C -3.173 -1.251 13.564
C -6.129 -0.812 14.505
C -8.393 0.001 14.292
H -2.948 -4.428 18.581
H -6.371 2.369 15.669
H -7.582 -1.997 13.650
H -9.378 -0.129 13.835
H -0.299 0.737 11.842
H -4.725 0.515 15.430
H -8.067 -3.498 17.517
H -0.479 0.581 14.376
H -1.822 -0.566 10.492
H -6.880 -3.866 19.732
H -6.794 -4.382 16.720
H -8.774 1.886 15.158
H -6.717 -1.853 17.047
H -4.425 -6.168 17.538
H -4.007 -6.301 19.335
H -6.075 -2.169 18.581
H -5.980 -6.053 20.114
H -6.468 -6.714 18.660
H -7.923 -5.057 19.098
H -2.254 -0.535 15.411
H -4.311 -3.964 19.411
H -3.625 -1.903 11.488
```

## Properties
net charge = +1
highest occupied orbital energy (spin up / spin down) = -10.69 / -10.56 eV
frontier orbital gap (spin up / spin down) = 0.2420 / 0.1890 Ha
lowest unoccupied orbital energy (spin up / spin down) = -4.1009 / -5.4194 eV
multiplicity = 5

***

#B
# C16H22N2RuSbSe4Te

C16H22N2RuSbSe4Te as an isolated structure (ωB97M-V with the def2-TZVPD basis set, the Open Molecules 2025 dataset).

```
47
Properties=species:S:1:pos:R:3
Te 7.069 8.793 10.498
Sb 5.683 7.352 7.080
Ru 6.300 9.617 5.891
Se 4.968 7.542 9.482
Se 5.902 5.288 5.892
Se 7.935 8.272 6.867
Se 4.207 8.712 5.424
N 5.394 11.233 6.898
N 7.357 10.798 4.377
C 8.249 4.330 12.640
C 8.504 12.086 6.203
C 4.838 10.922 14.406
C 9.190 5.077 11.850
C 7.483 12.853 6.980
C 5.148 8.852 13.189
C 7.504 6.807 11.474
C 5.507 11.667 13.379
C 8.813 6.327 11.337
C 6.913 4.848 12.720
C 8.270 11.936 4.705
C 4.658 9.556 14.311
C 6.046 10.952 12.318
C 5.975 12.624 6.670
C 5.877 9.535 12.239
C 6.561 6.054 12.095
H 5.211 11.102 7.930
H 6.524 11.439 11.466
H 8.026 12.890 4.287
H 5.056 7.779 13.091
H 5.793 12.680 13.498
H 4.054 9.035 15.120
H 5.882 12.925 5.596
H 7.582 13.923 6.831
H 7.706 12.759 8.060
H 9.259 11.703 4.276
H 8.483 3.416 13.184
H 10.258 4.737 11.747
H 8.679 11.096 6.639
H 4.424 11.377 15.321
H 7.976 10.146 3.860
H 9.598 6.989 10.950
H 9.501 12.572 6.377
H 6.141 4.392 13.424
H 5.417 13.308 7.343
H 4.455 11.260 6.540
H 5.504 6.304 11.998
H 6.646 11.078 3.705
```

## Properties
net charge = +1
highest occupied orbital energy (spin up / spin down) = -8.97 / -10.25 eV
frontier orbital gap (spin up / spin down) = 0.1571 / 0.1852 Ha
lowest unoccupied orbital energy (spin up / spin down) = -4.6947 / -5.2157 eV
multiplicity = 5

***

Stability check: which of them is least stable? #B.

***

#A
# C2H7N4S

An isolated ion of composition C2H7N4S and charge +1 (ωB97M-V with the def2-TZVPD basis set, the Open Molecules 2025 dataset).

```
14
Properties=species:S:1:pos:R:3
S -0.195 1.580 1.241
N -1.880 1.440 -2.349
N -0.231 -0.411 0.616
N 0.868 -0.943 0.368
N -1.658 1.318 -1.070
C -0.960 1.485 -0.139
C 1.908 -1.314 1.231
H -0.703 -0.557 1.537
H 2.032 -2.383 1.386
H 1.846 -0.829 2.197
H -2.581 2.192 -2.616
H 2.735 -0.885 0.765
H 1.094 -1.189 -0.589
H -2.275 0.496 -2.578
```

## Properties
net charge = +1
highest occupied orbital energy = -13.29 eV
frontier orbital gap = 0.3199 Ha
lowest unoccupied orbital energy = -4.5889 eV

***

#B
# C2H7N4S

C2H7N4S as an isolated structure (ωB97M-V with the def2-TZVPD basis set, the Open Molecules 2025 dataset).

```
14
Properties=species:S:1:pos:R:3
S 0.418 0.382 2.959
N -0.431 0.195 -0.094
N -1.254 0.386 -1.035
N -0.972 -0.390 2.654
N 1.518 -0.399 -1.365
C 1.482 0.330 0.950
C 0.831 0.000 -0.265
H -2.184 0.460 -0.689
H 1.164 -1.187 -1.899
H -1.093 -0.984 3.379
H 2.382 0.807 0.966
H 2.471 -0.462 -1.134
H -1.208 0.078 -2.063
H -1.371 -0.470 1.781
```

## Properties
net charge = +1
highest occupied orbital energy (spin up / spin down) = -12.28 / -12.37 eV
frontier orbital gap (spin up / spin down) = 0.2353 / 0.2404 Ha
lowest unoccupied orbital energy (spin up / spin down) = -5.8829 / -5.8269 eV

***

Stability check: which of them is least stable? #B.